{"formula": "C13H33O9P2Tl", "method": "ωB97M-V/def2-TZVPD", "charge": 3, "multiplicity": 2, "gap_ha": [0.1714, 0.1386], "elements": ["Tl", "C", "O", "H", "H", "H", "C", "C", "O", "P", "O", "O", "C", "C", "O", "C", "C", "H", "H", "H", "H", "H", "H", "H", "H", "H", "H", "H", "H", "H", "H", "H", "C", "C", "O", "P", "O", "O", "C", "C", "O", "C", "C", "H", "H", "H", "H", "H", "H", "H", "H", "H", "H", "H", "H", "H", "H", "H"], "positions_angstrom": [[1.2575, 1.7138, -1.8350], [1.1230, 1.7409, 2.3870], [1.4139, 2.1298, 1.0642], [1.0385, 2.5749, 3.0836], [0.2133, 1.1492, 2.4894], [1.7493, 0.9565, 2.8119], [-4.2162, -0.9435, -0.6921], [-3.2332, 0.2458, -0.9031], [-3.7142, 1.4660, -0.4551], [-2.8321, 2.8148, -0.7784], [-1.3424, 2.5935, -0.8602], [-3.5086, 3.3352, -2.0834], [-4.9125, 3.3870, -2.2302], [-5.1315, 2.6404, -3.5882], [-3.3707, 3.8622, 0.4148], [-2.9082, 3.7393, 1.7469], [-1.8332, 4.7702, 2.0259], [-4.8309, -0.6808, 0.1688], [-4.7636, -1.0504, -1.6286], [-3.7985, -1.9309, -0.4956], [-2.3454, 0.0070, -0.3176], [-3.0117, 0.3416, -1.9661], [-5.3708, 2.7788, -1.4504], [-5.2988, 4.3940, -2.3879], [-4.6055, 2.9457, -4.4928], [-5.1412, 1.5621, -3.4289], [-6.1790, 2.7428, -3.8714], [-3.6213, 3.8756, 2.5599], [-2.6708, 2.6773, 1.8097], [-2.1299, 5.8153, 2.1138], [-1.4442, 4.7199, 3.0429], [-1.0518, 4.5156, 1.3098], [6.2203, -2.7311, 1.6353], [4.9119, -2.0534, 1.9959], [4.5112, -1.1140, 1.0052], [3.3103, -1.4951, 0.0519], [2.7724, -0.4924, -0.9013], [2.2105, -2.0552, 1.1294], [0.8658, -2.5927, 0.7513], [0.0253, -2.5475, 1.9917], [3.8532, -2.8971, -0.6817], [3.5910, -3.0045, -2.0749], [4.3643, -4.1978, -2.5744], [6.6242, -3.2674, 2.4940], [6.0930, -3.5041, 0.8775], [7.0193, -2.0839, 1.2735], [4.0932, -2.7170, 2.2742], [5.0617, -1.6038, 2.9775], [0.5873, -2.1598, -0.2095], [1.1236, -3.6144, 0.4725], [0.1129, -1.6109, 2.5423], [-1.0428, -2.6024, 1.7810], [0.2559, -3.2690, 2.7754], [2.5615, -3.3209, -2.2425], [3.8808, -2.1448, -2.6791], [3.7798, -5.1071, -2.4343], [4.3565, -4.2539, -3.6629], [5.3280, -4.4494, -2.1315]]}

---

{"formula": "C21H63AsB3F6N3Na2OSn", "method": "ωB97M-V/def2-TZVPD", "multiplicity": 1, "gap_ha": 0.2091, "elements": ["Na", "Na", "Sn", "B", "H", "H", "H", "H", "B", "H", "H", "H", "H", "B", "H", "H", "H", "H", "As", "F", "F", "F", "F", "F", "F", "C", "C", "N", "C", "C", "C", "C", "H", "H", "H", "H", "H", "H", "H", "H", "H", "H", "H", "H", "H", "H", "H", "C", "C", "N", "C", "C", "C", "C", "H", "H", "H", "H", "H", "H", "H", "H", "H", "H", "H", "H", "H", "H", "H", "C", "C", "N", "C", "C", "C", "C", "H", "H", "H", "H", "H", "H", "H", "H", "H", "H", "H", "H", "H", "H", "H", "C", "C", "O", "C", "H", "H", "H", "H", "H", "H"], "positions_angstrom": [[-1.1834, 0.8352, 1.9809], [-0.5509, -2.5570, -0.4645], [-0.5412, 0.7957, -2.8259], [-2.3235, -1.7336, -1.9868], [-1.3427, -1.9136, -2.4675], [-3.1279, -1.6683, -2.7790], [-2.6072, -2.5820, -1.3295], [-2.2369, -0.8049, -1.3396], [-3.2505, 1.9408, 0.7966], [-3.2661, 1.0224, 1.4279], [-4.2828, 2.1623, 0.3880], [-2.8440, 2.8625, 1.3214], [-2.7222, 1.6684, -0.1812], [0.3014, -0.2446, -0.0757], [0.3131, -0.8099, 0.8750], [-0.7646, -0.1217, -0.3402], [0.8470, 0.7374, 0.0615], [0.8072, -0.7932, -0.8871], [-2.6626, -2.4422, 2.9447], [-1.2405, -1.3088, 2.6967], [-3.4432, -1.4975, 1.6541], [-3.9958, -3.5892, 3.1962], [-1.7158, -3.2716, 4.2010], [-3.4688, -1.3383, 4.0961], [-2.0017, -3.4758, 1.6847], [3.1250, 1.8374, 3.3826], [1.7936, 1.3680, 2.7745], [0.6444, 1.4629, 3.6685], [0.3207, 2.7508, 4.2790], [-0.3112, 3.8211, 3.3349], [0.5718, 0.3543, 4.6188], [-0.8061, 0.2004, 5.3317], [3.1586, 2.8981, 3.6384], [3.9803, 1.6401, 2.7358], [3.2827, 1.3448, 4.3440], [1.6163, 1.8869, 1.8306], [1.9175, 0.3197, 2.5023], [-0.3121, 2.6554, 5.1621], [1.1817, 3.1688, 4.8152], [-1.1365, 3.4080, 2.7525], [-0.8156, 4.6256, 3.8707], [0.5199, 4.2148, 2.7493], [1.3096, 0.4794, 5.4202], [0.8340, -0.5852, 4.1339], [-0.9530, 0.7057, 6.2863], [-1.1769, -0.8194, 5.4349], [-1.6218, 0.6088, 4.7273], [2.0652, -4.2319, 0.1190], [1.6130, -5.3002, -0.9202], [0.2920, -4.9056, -1.4407], [0.3027, -4.5199, -2.8309], [0.2878, -5.6519, -3.8520], [-0.6812, -5.9115, -1.0057], [-2.1211, -5.5549, -1.3038], [1.2750, -4.1590, 0.8681], [2.2045, -3.2107, -0.2440], [3.0285, -4.4872, 0.5638], [2.3267, -5.4012, -1.7378], [1.5072, -6.1805, -0.2874], [-0.5048, -3.7987, -2.9626], [1.2244, -3.9624, -3.0171], [-0.3706, -6.4788, -3.5779], [-0.0948, -5.3043, -4.8113], [1.2554, -6.1500, -3.9280], [-0.6973, -5.9694, 0.0829], [-0.4580, -6.8755, -1.4719], [-2.4796, -4.8727, -0.5318], [-2.7860, -6.4146, -1.1987], [-2.3307, -5.1838, -2.3073], [-1.4362, 5.7272, -0.7027], [-1.3032, 4.2398, -1.0332], [-0.4656, 3.8298, -2.1882], [-0.9977, 4.4467, -3.3960], [-2.4660, 4.2204, -3.7722], [1.0079, 4.1847, -2.0261], [1.6617, 3.3584, -0.8515], [-0.5243, 6.2830, -0.4822], [-2.0534, 5.8007, 0.1921], [-1.9235, 6.2096, -1.5508], [-1.1380, 3.6366, -0.1370], [-2.2674, 3.7641, -1.2240], [-0.8112, 5.5252, -3.3851], [-0.4126, 4.1088, -4.2561], [-2.5813, 3.2358, -4.2274], [-3.2013, 4.4081, -2.9929], [-2.6445, 4.9734, -4.5409], [1.2071, 5.2414, -1.8496], [1.5441, 3.8257, -2.9062], [1.5049, 2.2866, -0.9619], [1.0421, 3.6813, -0.0122], [2.6846, 3.6815, -0.6709], [3.9504, -1.4907, -1.7389], [3.3733, -0.3171, -2.4682], [2.2891, -0.4152, -3.0418], [4.1115, 1.0209, -2.4735], [5.0201, -1.6803, -1.7850], [3.2718, -2.3015, -1.9997], [3.7506, -1.2984, -0.6797], [4.3001, 1.3674, -1.4567], [3.7701, 1.8920, -3.0334], [5.0597, 0.8597, -2.9945]]}

---

Result set for total energy: -55683.1958 -123150.4891 eV, one per record in the order listed.
Result set for max |F|: 3.38 3.89 eV/A, one per record in the order listed.